Record 1
DFT (the ωB97M-V functional and the def2-TZVPD basis) results for a 2-piece molecular cluster, C3H5O5P overall at a distorted geometry.

Atoms and positions in Å:
P (-1.336, -0.069, 0.052)
O (-2.222, 0.493, 1.191)
O (-2.082, -0.972, -0.925)
O (0.419, -2.156, -0.069)
O (2.092, 0.993, 1.434)
O (2.625, 0.145, -0.531)
C (-0.512, 1.252, -0.811)
C (1.981, 0.227, 0.510)
C (0.179, -0.998, 0.762)
H (-0.900, 1.487, -1.788)
H (0.108, -1.155, 1.822)
H (-0.408, 2.261, -0.324)
H (-0.474, -2.453, -0.466)
H (0.529, 0.945, -0.857)

Values from the calculation:
energy above the lowest of the compared OMol25 structures with the same formula, charge and spin: 222.8 kJ/mol
total charge: -2
total energy: -834.88212 Ha
HOMO level: 0.35 eV

Results of the Mulliken charge analysis, in e, for atoms 1 through 5: P 0.94; O -0.86; O -0.89; O -0.54; O -0.57

---

Record 2
DFT (the ωB97M-V functional and the def2-TZVPD basis) results for C3H5P in the gas phase at a distorted geometry.

Atoms and positions in Å:
P (-1.933, -0.141, 1.723)
C (0.423, 0.316, -0.081)
C (1.435, 0.548, -1.059)
C (-0.532, -0.275, 0.695)
H (1.965, 1.490, -0.954)
H (-1.889, -1.546, 2.338)
H (1.028, 0.636, -2.056)
H (-2.716, -0.756, 0.670)
H (2.219, -0.271, -1.276)

Values from the calculation:
energy above the lowest of the compared OMol25 structures with the same formula, charge and spin: 143.3 kJ/mol
total energy: -458.52692 Ha
HOMO level: -8.80 eV

Results of the Mulliken charge analysis, in e, for atoms 1 through 5: P -0.17; C 0.51; C -0.94; C -0.31; H 0.28

---

Record 3
DFT (the ωB97M-V functional and the def2-TZVPD basis) results for C3H5P in the gas phase at a distorted geometry.

Atoms and positions in Å:
P (3.040, -0.038, -0.236)
C (1.328, 0.732, 0.571)
C (-1.094, 0.083, -0.237)
C (0.092, 0.640, 0.353)
H (1.688, 1.588, 1.291)
H (2.331, -1.222, -0.878)
H (-2.054, 0.654, 0.133)
H (-0.928, 0.047, -1.373)
H (-1.232, -1.005, 0.074)

Values from the calculation:
energy above the lowest of the compared OMol25 structures with the same formula, charge and spin: 283.6 kJ/mol
total energy: -458.47349 Ha
HOMO level (spin up / spin down): -7.24 / -8.27 eV

Results of the Mulliken charge analysis, in e, for atoms 1 through 5: P 0.03; C -0.29; C -0.77; C 0.04; H 0.22

---

Record 4
DFT (the ωB97M-V functional and the def2-TZVPD basis) results for C3H5PS in the gas phase at a distorted geometry.

Atoms and positions in Å:
S (2.071, -0.785, -0.075)
P (-0.573, 1.036, -0.841)
C (1.293, 0.891, -0.160)
C (-1.592, -0.397, -0.351)
C (-2.248, -1.378, -0.088)
H (-0.820, 1.357, 0.424)
H (2.078, 1.343, -0.889)
H (1.373, 1.375, 0.849)
H (1.175, -1.290, 0.753)
H (-2.757, -2.152, 0.379)

Values from the calculation:
energy above the lowest of the compared OMol25 structures with the same formula, charge and spin: 247.6 kJ/mol
total energy: -856.72210 Ha
HOMO level: -8.93 eV

Results of the Mulliken charge analysis, in e, for atoms 1 through 5: S -0.17; P 0.05; C -0.63; C -0.66; C 0.24

---

Record 5
DFT (the ωB97M-V functional and the def2-TZVPD basis) results for C3H6 in the gas phase at a distorted geometry.

Atoms and positions in Å:
C (1.098, 0.290, 0.862)
C (-0.111, 0.476, 0.224)
C (-0.736, -0.426, -0.724)
H (1.841, -0.639, 0.938)
H (1.326, 1.171, 1.644)
H (-1.427, -0.001, -1.623)
H (-1.540, -1.216, -0.310)
H (-0.519, 1.482, 0.254)
H (0.066, -1.136, -1.265)

Values from the calculation:
energy above the lowest of the compared OMol25 structures with the same formula, charge and spin: 120.8 kJ/mol
total energy: -117.82594 Ha
HOMO level: -9.38 eV

Results of the Mulliken charge analysis, in e, for atoms 1 through 5: C -0.62; C 0.08; C -0.84; H 0.24; H 0.19

---

Record 6
DFT (the ωB97M-V functional and the def2-TZVPD basis) results for C3H6BiO3 as an isolated structure at a distorted geometry.

Atoms and positions in Å:
Bi (2.491, 0.799, -1.075)
O (-1.074, 0.668, 0.477)
O (-0.608, -1.376, -0.007)
O (0.592, 0.266, -0.911)
C (-0.394, -0.131, -0.283)
C (-1.002, 2.085, 0.246)
C (0.514, -2.252, 0.181)
H (0.156, -3.261, 0.415)
H (-1.774, 2.584, 0.841)
H (1.067, -1.835, 1.026)
H (-0.007, 2.344, 0.610)
H (-1.110, 2.371, -0.806)
H (1.148, -2.264, -0.713)

Values from the calculation:
energy above the lowest of the compared OMol25 structures with the same formula, charge and spin: 0.0 kJ/mol
total charge: +3
total energy: -556.74035 Ha
HOMO level: -24.64 eV

Results of the Mulliken charge analysis, in e, for atoms 1 through 5: Bi 2.12; O -0.15; O -0.17; O -0.43; C 1.04

---

Record 7
DFT (the ωB97M-V functional and the def2-TZVPD basis) results for a 2-piece molecular cluster, C3H6Br2N3 overall at a distorted geometry.

Atoms and positions in Å:
Br (1.681, -2.038, 0.388)
Br (3.092, 1.365, 0.390)
N (1.482, 0.678, -0.249)
N (-0.449, -0.491, -0.332)
N (-0.556, 0.628, -1.318)
C (-1.628, -0.448, 0.479)
C (0.555, 1.204, -1.165)
C (0.793, -0.317, 0.432)
H (0.637, 0.050, 1.907)
H (0.662, 2.109, -1.749)
H (-1.570, 0.457, 1.075)
H (-0.635, -1.350, -0.817)
H (-1.594, -1.313, 1.152)
H (-2.472, -0.534, -0.193)

Values from the calculation:
energy above the lowest of the compared OMol25 structures with the same formula, charge and spin: 245.4 kJ/mol
total charge: +1
total energy: -5429.80153 Ha
HOMO level: -14.04 eV

Results of the Mulliken charge analysis, in e, for atoms 1 through 5: Br -0.04; Br 0.18; N -0.06; N 0.31; N -0.59

---

Record 8
DFT (the ωB97M-V functional and the def2-TZVPD basis) results for C3H6Br2O as an isolated structure at a distorted geometry.

Atoms and positions in Å:
Br (2.119, -1.233, -2.574)
Br (-0.699, -2.378, -1.515)
O (-0.587, -0.249, 1.116)
C (-0.171, 0.425, -2.028)
C (0.085, 0.596, 2.142)
C (0.338, -0.775, -1.946)
H (0.377, 1.403, -2.147)
H (-0.380, 0.598, 3.059)
H (-1.133, -0.812, 1.601)
H (0.055, 1.577, 1.709)
H (1.181, 0.139, 2.218)
H (-1.185, 0.707, -1.633)

Values from the calculation:
energy above the lowest of the compared OMol25 structures with the same formula, charge and spin: 177.2 kJ/mol
total energy: -5341.09482 Ha
HOMO level: -9.56 eV

Results of the Mulliken charge analysis, in e, for atoms 1 through 5: Br -0.11; Br -0.11; O -0.39; C -0.41; C -0.54

---

Record 9
DFT (the ωB97M-V functional and the def2-TZVPD basis) results for C3H6Br2O2 as an isolated structure at a distorted geometry.

Atoms and positions in Å:
Br (-1.252, 2.241, 1.222)
Br (1.768, 2.284, 0.482)
O (0.844, -0.435, 1.111)
O (1.035, -0.301, -1.173)
C (0.053, 1.667, -0.016)
C (0.093, -0.155, -0.006)
C (-1.032, -1.273, -0.228)
H (-0.414, 1.862, -1.016)
H (-1.980, -0.888, -0.130)
H (0.643, -1.433, 1.406)
H (1.805, 0.040, -0.850)
H (-0.810, -2.078, 0.428)
H (-0.753, -1.530, -1.230)

Values from the calculation:
energy above the lowest of the compared OMol25 structures with the same formula, charge and spin: 222.6 kJ/mol
total energy: -5416.34192 Ha
HOMO level: -9.72 eV

Results of the Mulliken charge analysis, in e, for atoms 1 through 5: Br -0.10; Br -0.05; O -0.47; O -0.48; C -0.06

---

Record 10
DFT (the ωB97M-V functional and the def2-TZVPD basis) results for C3H6BrCl2OP in the gas phase at a distorted geometry.

Atoms and positions in Å:
Br (-0.240, 2.902, 0.318)
Cl (0.337, -2.633, 1.138)
Cl (0.092, -1.607, -1.604)
P (0.710, 1.189, -0.783)
O (2.115, 1.188, -1.159)
C (-1.316, 0.012, 0.564)
C (0.168, 0.047, 0.455)
C (0.713, -1.303, 0.022)
H (-1.783, -0.325, -0.418)
H (-1.639, 1.056, 0.883)
H (1.786, -1.286, -0.166)
H (0.039, 1.173, -1.911)
H (-1.728, -0.756, 1.377)
H (0.745, 0.343, 1.285)

Values from the calculation:
energy above the lowest of the compared OMol25 structures with the same formula, charge and spin: 52.5 kJ/mol
total energy: -4028.92067 Ha
HOMO level: -10.87 eV

Results of the Mulliken charge analysis, in e, for atoms 1 through 5: Br -0.28; Cl -0.15; Cl -0.15; P 0.62; O -0.60

---

- What is the energy above the lowest of the compared OMol25 structures with the same formula, charge and spin in the fifth record?
  120.8 kJ/mol

---

- Look up the energy above the lowest of the compared OMol25 structures with the same formula, charge and spin of the third one.
  283.6 kJ/mol

---

- Among the records above, which one has the lowest total energy?
  C3H6Br2N3